Computed, not measured: a molecular structure, C33H25IIrNO5PS, with ωB97M-V/def2-TZVPD.

```
! RIJCOSX wB97M-V def2-TZVPD def2/J DEFGRID3
* xyz 2 2
Ir -1.08768 -0.39782 0.40094
O -3.18742 -1.62182 -1.27748
N -1.82248 -1.70733 -0.99509
C -1.27992 -2.63606 -1.69431
C 0.10851 -3.06342 -1.72175
C 0.32897 -4.26430 -2.39684
C 1.59040 -4.83949 -2.43341
C 2.64949 -4.21323 -1.79944
C 2.45106 -3.00577 -1.13820
C 1.19400 -2.41727 -1.09839
P 0.99317 -0.84818 -0.25413
C 2.32927 -0.64923 0.91209
C 3.34550 0.28252 0.70575
C 4.37056 0.38901 1.63403
C 4.37918 -0.42343 2.75833
C 3.36943 -1.35798 2.96142
C 2.34640 -1.47812 2.03870
C 0.93986 0.52820 -1.39849
C 0.76365 1.80524 -0.83474
C 0.69276 2.91792 -1.65985
C 0.79792 2.76145 -3.03408
C 0.95546 1.49652 -3.59598
C 1.01636 0.37663 -2.78683
H -3.62586 -1.45989 -0.42778
H -1.96657 -3.18888 -2.32852
H -0.49970 -4.76100 -2.88552
H 1.73999 -5.77578 -2.95297
H 3.63590 -4.65602 -1.81989
H 3.28787 -2.51849 -0.65533
H 3.34485 0.91720 -0.17072
H 5.16354 1.10717 1.47681
H 5.18017 -0.33295 3.47965
H 3.38371 -1.99308 3.83687
H 1.56930 -2.22030 2.18829
H 0.73817 1.92778 0.24311
H 0.57847 3.90431 -1.23086
H 0.76582 3.63262 -3.67604
H 1.05328 1.39024 -4.66828
H 1.16790 -0.60254 -3.22505
O -3.84731 3.92595 -5.73022
C -3.42660 4.46698 -4.58033
O -3.05444 5.59904 -4.51003
C -3.38352 3.57566 -3.36646
C -2.89185 2.27022 -3.43705
C -2.71772 1.53495 -2.28723
C -3.09344 2.07436 -1.03992
S -2.93234 1.27832 0.47125
C -3.63812 3.37893 -0.99157
C -3.74419 4.13001 -2.13802
H -4.28334 3.07411 -5.60089
H -2.60232 1.84854 -4.39155
H -2.31456 0.53763 -2.34220
H -3.94193 3.78465 -0.03538
H -4.10575 5.14894 -2.10698
I 0.46459 -0.98657 8.96005
C 0.11065 -0.82766 6.92302
C 0.21046 0.41666 6.30198
C -0.02352 0.52375 4.94633
C -0.35890 -0.61660 4.21250
C -0.46270 -1.86245 4.83661
C -0.22603 -1.96697 6.19185
C -0.58249 -0.49877 2.79197
O -0.47545 0.58605 2.11892
O -0.92227 -1.51158 2.04888
H 0.46774 1.29279 6.88006
H 0.05056 1.48272 4.45122
H -0.73104 -2.73911 4.26164
H -0.30544 -2.92503 6.68561
*
```

E: -77403.049 eV
energy above the lowest of the compared OMol25 structures with the same formula, charge and spin: 0.777 eV
F_max: 0.497 eV/Å
frontier orbital gap (alpha / beta): 6.0 / 4.7 eV
lowest unoccupied orbital energy (alpha / beta): -7.212 / -8.522 eV

These are the Mulliken partial charges, in e, on atoms 1 to 4:
1. Ir 1.26
2. O -0.47
3. N 0.47
4. C -0.37